ORCA calculation (ωB97M-V/def2-TZVPD) on a cluster of 2 separate species, C32H46F11NO9P2S in total at a distorted geometry.

Last column: Mulliken charge in e.
Geometry (Å):
C1 3.01641 5.57751 -1.16161  -1.247
C2 1.48155 5.42264 -1.17038  -0.579
C3 0.94717 4.44401 -2.23956  -0.060
C4 1.81227 3.14908 -2.21776  -1.154
C5 1.14420 1.93445 -2.93319  -0.769
C6 1.09149 0.67764 -1.99897  -2.430
C7 -0.38902 0.15456 -1.70188  1.716
C8 -0.88751 1.45979 -0.99504  -0.884
C9 -2.06296 1.38727 -0.00188  0.581
C10 -2.70556 2.78481 0.14738  -0.529
O1 -1.99888 3.77200 0.22962  -0.597
N1 -4.10688 2.86919 0.23493  0.148
C11 -4.61741 3.68433 1.28868  0.342
C12 -4.42494 5.04404 1.39528  0.078
C13 -4.99573 5.74838 2.42576  -0.627
C14 -5.78399 5.14455 3.37733  -0.459
C15 -5.96769 3.77536 3.28135  -0.696
C16 -5.39714 3.07373 2.25495  -0.406
C17 -0.02742 -1.04183 -0.73075  0.963
C18 -0.00722 -0.79485 0.82485  0.164
C19 -1.25270 -1.32914 1.56594  -1.671
C20 1.22430 -1.37827 1.57858  -0.647
C21 1.29007 -0.89720 3.06134  -1.660
S1 1.18384 -2.30567 -1.28697  1.370
O2 1.17538 -2.51897 -2.71009  -0.682
O3 2.55216 -1.95381 -0.99401  -0.725
C22 0.90144 -4.00507 -0.53934  0.541
F1 -0.15726 -4.13040 0.26588  -0.178
F2 1.99822 -4.32176 0.15356  -0.092
F3 0.78046 -4.89709 -1.50507  -0.215
O4 -1.27545 -1.80265 -0.88881  -0.238
C23 -1.55105 -1.85824 -2.26084  -1.692
O5 -1.86555 -2.90028 -2.75237  -0.486
C24 -1.19330 -0.46315 -2.87244  1.274
P1 -2.92850 0.09479 -3.54500  0.158
C25 -3.53601 1.70494 -2.85196  -0.717
C26 -4.26719 -1.07572 -2.93177  -0.775
C27 -4.60757 -1.02903 -1.43097  -0.682
P2 -0.33766 -0.67068 -4.57035  1.183
O6 1.10623 -0.45458 -4.60700  -0.830
O7 -1.00321 0.32721 -5.67045  -0.586
O8 -0.67873 -2.11045 -5.16754  -0.500
H1 3.37452 5.62013 -2.19755  0.269
H2 3.51903 4.74783 -0.65253  0.306
H3 3.32404 6.48470 -0.62909  0.398
H4 0.99519 6.39541 -1.32725  0.509
H5 1.18680 5.11041 -0.15775  0.211
H6 -0.05548 4.13697 -1.91806  -0.165
H7 0.97839 4.87206 -3.24692  0.360
H8 2.02127 2.94605 -1.15691  0.254
H9 2.79383 3.32050 -2.67352  0.647
H10 1.78368 1.70480 -3.78870  0.872
H11 0.15858 2.18118 -3.35408  0.071
H12 1.70949 -0.05469 -2.52442  0.696
H13 1.61840 0.86719 -1.05710  1.100
H14 -0.06512 1.90990 -0.43404  0.657
H15 -1.15425 2.22228 -1.72719  0.168
H16 -1.78210 1.15688 1.03162  0.306
H17 -2.88144 0.70250 -0.25080  -0.653
H18 -4.55402 1.96153 0.21482  0.072
H19 -3.82747 5.56562 0.65474  0.416
H20 -4.87512 6.82587 2.50575  0.340
H21 -6.25737 5.71187 4.17164  0.388
H22 -6.59981 3.27720 4.01234  0.344
H23 -5.58799 2.00029 2.21885  0.312
H24 0.05589 0.26925 1.08119  0.330
H25 -1.35242 -2.41657 1.52812  0.319
H26 -1.22521 -1.05955 2.62915  0.517
H27 -2.19094 -0.89239 1.21329  0.156
H28 1.26601 -2.47017 1.61312  0.078
H29 2.12020 -0.92611 1.14215  0.536
H30 1.08710 0.17755 3.12884  0.366
H31 2.33983 -1.02749 3.35723  0.445
H32 0.66943 -1.49998 3.72740  0.393
H33 -4.39152 1.93920 -3.50497  0.592
H34 -2.84165 2.53546 -2.99426  0.226
H35 -3.96055 1.63078 -1.85485  0.035
H36 -4.12480 -2.07831 -3.33662  0.495
H37 -5.15061 -0.68037 -3.46046  0.559
H38 -5.14116 -0.11564 -1.14532  0.245
H39 -3.75398 -1.22658 -0.77308  -0.043
H40 -5.31952 -1.84318 -1.22303  0.403
H41 -0.78716 1.24314 -5.45113  0.423
H42 -1.41972 -2.05542 -5.78913  0.335
F4 5.05516 -4.12703 5.24651  -0.228
C28 3.77912 -4.30206 4.86670  0.272
F5 3.12532 -4.84344 5.92377  -0.279
C29 3.63670 -5.22645 3.65266  0.975
F6 4.02180 -6.48185 3.96467  -0.293
F7 2.30069 -5.29110 3.37619  -0.303
C30 4.32761 -4.79999 2.34040  -0.751
O9 5.60404 -5.36230 2.02972  -0.421
C31 6.76869 -4.82150 2.54949  0.770
F8 6.52742 -3.61645 3.09816  -0.282
F9 7.59162 -4.60481 1.50211  -0.299
C32 7.48161 -5.77705 3.51370  0.200
F10 6.67910 -6.16196 4.52164  -0.216
F11 8.55382 -5.15830 4.05970  -0.258
H43 3.33627 -3.32292 4.66087  0.077
H44 3.68681 -5.17734 1.54641  0.323
H45 4.32549 -3.71673 2.21339  0.487
H46 7.81782 -6.67025 2.98301  0.235

Properties
- M: 891.71 g mol⁻¹
- Charge: 0
- LUMO energy: 0.150 eV
- SMILES string: CCCCCC[C@]1(CCC(=O)Nc2ccccc2)[C@]([C@@H](C)CC)(S(=O)(=O)C(F)(F)F)OC(=O)[C@]1(P(C)CC)P(=O)(O)O.FC(F)C(F)(F)COC(F)(F)C(F)F
- F_max: 0.1059 hartree/bohr
- HOMO level: -8.786 eV
- Kohn-Sham gap: 8.9 eV

***

ORCA calculation (ωB97M-V/def2-TZVPD) on the molecule C20H22O8.

Last column: Mulliken charge in e.
Geometry (Å):
O1 5.03110 1.03419 -0.79810  -0.569
C1 4.45533 -0.23311 -0.63540  -0.443
C2 4.62828 -0.74276 0.80175  -0.109
O2 4.06419 0.18164 1.73884  -0.579
C3 2.75399 -0.05798 2.13196  -0.181
O3 1.91307 0.02030 1.01009  -0.058
C4 0.57005 0.25100 1.18449  0.113
C5 -0.06568 0.30574 2.41751  -0.378
C6 -1.43736 0.54492 2.46015  0.498
O4 -2.10125 0.60500 3.64487  -0.594
C7 -2.16585 0.72231 1.29580  -1.115
C8 -1.53412 0.66169 0.05362  1.110
C9 -2.23661 0.82970 -1.20474  -0.551
C10 -3.54706 1.07078 -1.35693  -0.108
C11 -4.25584 1.23383 -2.61036  0.416
C12 -5.62665 1.50422 -2.57710  -0.660
C13 -6.35727 1.66808 -3.73555  -0.502
C14 -5.73281 1.56421 -4.97339  0.953
O5 -6.40775 1.71604 -6.14280  -0.552
C15 -4.36702 1.29429 -5.02655  -0.625
C16 -3.64553 1.13297 -3.86538  -0.615
C17 -0.15980 0.42494 0.01666  -0.699
C18 2.59852 -1.42015 2.86444  -0.298
O6 2.50549 -1.26003 4.25988  -0.597
C19 3.74501 -2.35935 2.47033  0.096
O7 3.40563 -3.71181 2.66362  -0.618
C20 4.07086 -2.15646 0.98451  -0.078
O8 5.03161 -3.07222 0.54204  -0.561
H1 4.70186 1.59084 -0.08091  0.358
H2 4.97297 -0.91210 -1.31502  0.405
H3 3.38569 -0.20935 -0.88283  0.104
H4 5.69810 -0.75784 1.04019  0.479
H5 2.52718 0.75757 2.83882  0.477
H6 0.46901 0.15638 3.34392  0.182
H7 -1.48797 0.44883 4.37337  0.287
H8 -3.22345 0.90104 1.38575  0.366
H9 -1.60566 0.74457 -2.07856  0.241
H10 -4.17292 1.16042 -0.47922  0.166
H11 -6.12700 1.58782 -1.62283  0.349
H12 -7.41824 1.87741 -3.68475  0.256
H13 -7.33840 1.89780 -5.96403  0.272
H14 -3.89471 1.21551 -5.99294  0.401
H15 -2.59010 0.92354 -3.93604  0.367
H16 0.36387 0.37491 -0.92460  0.396
H17 1.65282 -1.87994 2.55633  0.543
H18 3.32427 -0.86616 4.58639  0.379
H19 4.64117 -2.10831 3.06492  0.349
H20 3.03078 -3.81043 3.54649  0.358
H21 3.13737 -2.27317 0.40978  0.166
H22 4.76633 -3.94236 0.86893  0.405

Properties
- M: 390.39 g mol⁻¹
- Charge: 0
- LUMO energy: 0.247 eV
- SMILES string: OC[C@H]1O[C@@H](Oc2cc(O)cc(/C=C/c3ccc(O)cc3)c2)[C@H](O)[C@@H](O)[C@@H]1O
- F_max: 0.0164 hartree/bohr
- HOMO level: -7.739 eV
- Kohn-Sham gap: 8.0 eV

***

ORCA calculation (ωB97M-V/def2-TZVPD) on a cluster of 3 separate species, C3H14NO3 in total at a distorted geometry.

Last column: Mulliken charge in e.
Geometry (Å):
C1 0.43600 0.75514 0.56822  -0.562
C2 1.21875 1.61844 -0.41450  -0.553
C3 1.77303 0.84033 -1.57261  -0.413
O1 1.52658 -0.61153 -1.76631  -0.607
N1 -0.29163 -0.35222 -0.14003  -0.197
H1 -0.22702 1.43666 1.21046  0.302
H2 1.24821 0.46998 1.41455  0.334
H3 0.63425 2.44190 -0.87638  0.300
H4 1.98090 2.15775 0.04849  0.420
H5 1.38555 1.14679 -2.51565  0.277
H6 3.03370 0.93203 -1.63508  0.321
H7 2.22735 -1.09133 -1.33958  0.351
H8 -1.17011 -0.12626 -0.60945  0.437
H9 -0.27635 -1.08666 0.49738  0.287
H10 0.18075 -0.57815 -1.08584  0.333
H11 -2.00933 -2.48196 4.02147  0.340
H12 -0.69906 -1.61424 4.33945  0.314
O2 -1.36349 -1.72972 3.71877  -0.644
H13 -3.50252 -0.51959 -0.62081  0.308
H14 -3.33040 -0.89253 -2.08654  0.348
O3 -2.77515 -0.71483 -1.15599  -0.694

Properties
- ΔE to the lowest compared entry with this formula, charge and spin: 65.4 kcal per mole
- M: 112.15 g mol⁻¹
- Charge: +1
- LUMO energy: -2.942 eV
- F_max: 0.1085 hartree/bohr
- HOMO level: -14.440 eV
- Kohn-Sham gap: 11.5 eV